A structure of composition C38H35N2O2PtS3Te. Source: the OMol25 dataset; level of theory: the ωB97M-V functional and the def2-TZVPD basis.

Structure (XYZ):
```
82
Properties=species:S:1:pos:R:3:forces:R:3:lowdin_charge:R:1
Pt -0.455548 0.138213 0.097872 -0.48 -0.45 0.24 0.37
C 5.734813 4.044953 0.008127 0.02 0.00 0.02 -0.07
C 4.600927 3.052728 -0.040996 -0.09 0.00 0.01 -0.27
C 4.819119 1.686376 -0.104080 0.15 -0.05 0.11 0.01
C 3.779622 0.769750 -0.135958 0.13 -0.22 -0.04 -0.08
C 4.173091 -0.673225 -0.236778 -0.08 0.01 0.22 -0.29
O 5.167072 -0.978763 -0.870837 0.06 -0.02 -0.18 0.07
C 3.458224 -1.746306 0.536173 0.11 0.20 -0.11 -0.16
C 3.563146 -3.058760 0.089135 -0.04 -0.10 0.02 -0.04
C 3.028106 -4.096095 0.836560 0.02 0.11 0.03 -0.09
C 2.409972 -3.824149 2.052297 0.02 0.03 -0.03 -0.09
C 2.316159 -2.516297 2.507871 0.01 -0.01 -0.07 -0.11
C 2.825798 -1.477169 1.740970 -0.03 0.05 0.14 -0.05
C 2.424422 1.180998 -0.178323 -0.34 -0.09 -0.29 -0.31
O 1.531890 0.270934 -0.430371 0.67 0.15 0.45 -0.30
C 2.188632 2.593877 -0.112259 -0.27 0.17 -0.01 -0.06
C 3.275905 3.464861 -0.046910 0.04 0.09 0.04 0.01
C 0.832720 3.204137 -0.217724 0.65 0.19 -0.01 -0.21
N -0.217680 2.542257 0.024803 -0.53 0.48 -0.02 0.00
C -1.546031 3.090239 -0.224270 0.30 -0.12 -0.14 -0.31
C -1.945993 2.833841 -1.677277 -0.13 0.06 0.00 -0.42
Te -1.349449 0.919710 -2.512540 -0.48 0.19 0.18 1.34
C -0.059381 1.931611 -3.844883 0.49 -0.09 0.13 -0.54
C -0.511496 2.924497 -4.711544 0.08 -0.04 -0.05 -0.16
C 0.396680 3.663834 -5.462124 0.01 -0.08 0.05 -0.10
C 1.760610 3.407961 -5.360684 -0.07 -0.04 0.02 -0.10
C 2.213780 2.403573 -4.515022 -0.07 -0.02 0.00 -0.08
C 1.307716 1.668263 -3.756225 0.04 0.05 -0.08 -0.13
C 0.769001 4.644410 -0.665623 0.05 -0.13 -0.02 -0.20
C 0.547417 5.668855 0.247305 -0.02 0.07 0.01 -0.04
C 0.458430 6.986570 -0.183649 0.00 -0.04 -0.04 -0.09
C 0.586057 7.288905 -1.534151 0.00 -0.07 0.04 -0.10
C 0.809529 6.266777 -2.448478 -0.01 -0.02 0.05 -0.07
C 0.906971 4.950481 -2.015813 0.01 0.03 -0.07 -0.02
H 6.694763 3.531122 0.077228 -0.02 0.00 0.00 0.07
H 5.655038 4.711747 0.870232 -0.02 -0.02 0.00 0.07
H 5.764181 4.675106 -0.884913 -0.03 -0.02 0.00 0.07
H 5.831439 1.294652 -0.118715 -0.02 0.01 -0.02 0.12
H 4.068746 -3.248500 -0.848475 0.00 -0.01 0.01 0.11
H 3.098194 -5.114964 0.476296 -0.03 0.00 -0.01 0.10
H 1.992948 -4.631881 2.642575 0.00 0.00 -0.02 0.10
H 1.823970 -2.293935 3.445642 0.00 -0.02 -0.03 0.08
H 2.744268 -0.455329 2.096077 -0.05 -0.04 -0.06 0.11
H 3.075962 4.530775 -0.007609 0.00 -0.01 -0.03 0.12
H -1.607178 4.166495 -0.038041 0.03 0.04 -0.05 0.11
H -2.237620 2.582946 0.442834 -0.02 -0.08 0.05 0.06
H -1.446654 3.550751 -2.329455 -0.08 0.00 0.00 0.03
H -3.022618 2.927018 -1.803335 -0.01 0.00 0.02 0.05
H -1.572394 3.128663 -4.796733 0.00 0.01 0.01 0.10
H 0.038249 4.440839 -6.127165 0.00 -0.01 0.01 0.10
H 2.467217 3.992115 -5.937671 -0.01 -0.01 0.00 0.10
H 3.274262 2.202080 -4.424948 -0.01 0.00 0.01 0.11
H 1.665228 0.908311 -3.069367 -0.01 0.03 0.02 0.10
H 0.442982 5.426813 1.299105 0.00 0.01 -0.01 0.12
H 0.284585 7.776813 0.536117 0.01 0.00 0.00 0.10
H 0.512733 8.315588 -1.870641 0.00 0.00 0.00 0.09
H 0.908830 6.489657 -3.503925 0.01 0.00 0.00 0.10
H 1.091635 4.153387 -2.730332 0.01 0.09 0.09 0.09
C -4.484561 0.273051 2.384853 0.10 0.00 -0.03 -0.14
C -3.031347 0.020973 2.033194 -0.55 0.10 -0.28 -0.75
S -2.705305 -0.056628 0.295007 -0.23 0.25 0.29 0.49
C -2.064653 -0.145851 2.931879 0.15 -0.06 0.18 -0.78
C -2.287509 -0.027557 4.417261 0.08 -0.08 -0.02 -0.14
S -0.411059 -0.542516 2.441981 0.22 0.44 -0.33 0.58
H -5.104260 0.263668 1.487265 0.06 -0.02 -0.01 0.05
H -4.622987 1.247336 2.863387 0.03 -0.01 -0.01 0.07
H -4.879500 -0.486270 3.064611 0.01 -0.02 0.03 0.06
H -3.341099 -0.104649 4.691426 0.00 0.00 -0.03 0.06
H -1.913109 0.932820 4.785041 0.01 -0.01 -0.01 0.07
H -1.733613 -0.804279 4.950868 -0.02 0.00 -0.01 0.06
S -0.051538 -2.446346 -0.868147 -0.19 -0.69 -0.40 0.62
C -1.519849 -3.064162 -0.343690 0.21 -0.02 -0.08 -0.80
N -1.832603 -2.966190 0.981633 -0.09 0.08 0.21 0.00
C -3.004637 -3.346581 1.531881 0.09 -0.07 -0.07 -0.11
C -3.972074 -3.926140 0.775906 0.01 0.00 0.07 -0.09
C -3.718599 -4.058519 -0.611724 -0.07 -0.02 -0.09 -0.08
C -2.540756 -3.649090 -1.154739 0.10 0.05 0.02 -0.10
H -1.222238 -2.335540 1.532341 0.14 -0.20 0.05 0.00
H -3.102514 -3.151621 2.591227 0.00 0.03 -0.01 0.13
H -4.900003 -4.244651 1.226017 -0.02 0.01 -0.03 0.09
H -4.487606 -4.469466 -1.256336 0.03 -0.04 0.02 0.10
H -2.344080 -3.721710 -2.214417 -0.01 -0.01 -0.01 0.10
```
Forces are in eV/Å.

Energy above the lowest of the compared OMol25 structures with the same formula, charge and spin (kcal per mole): 34.0
Kohn-Sham gap (eV): 5.261
Charge: -1
Molecular weight (Da): 970.6
LUMO (eV): 2.25